[1]
The following is a quantum chemistry calculation of a single C5H8O molecule, from the OMol25 dataset.

The geometry in XYZ format:
```
14
C5H8O | the OMol25 dataset | wB97M-V/def2-TZVPD
C -1.03894 1.17756 2.35603
C -0.70036 0.52388 1.09214
C -0.40705 0.00689 0.04285
C -0.00819 -0.51242 -1.27932
C 1.43017 -0.11861 -1.58765
O -0.07578 -1.92660 -1.36578
H -0.34198 1.99652 2.56389
H -0.98101 0.46935 3.18782
H -2.05182 1.59265 2.32864
H -0.67566 -0.05868 -2.02982
H 2.09917 -0.63071 -0.89046
H 1.69175 -0.41012 -2.60842
H 1.55930 0.96104 -1.47512
H -0.93450 -2.20611 -1.02483
```

## Properties
SMILES = CC#C[C@@H](C)O
total charge = 0
Kohn-Sham gap = 10.5 eV
2S+1 = 1
energy relative to the best compared isomer or geometry (same formula, charge and spin) = 43.3 kcal per mole

Atomic partial charges in e from the natural (NBO) method, atoms 1 to 2:
1. C -0.69
2. C 0.02

[2]
The following is a quantum chemistry calculation of a 2-piece molecular cluster, C18H32BBrNO8 overall at a distorted geometry, from the OMol25 dataset.

The geometry in XYZ format:
```
61
C18H32BBrNO8 | the OMol25 dataset | wB97M-V/def2-TZVPD
C -2.12787 3.61499 2.06545
C -2.42593 3.38970 0.58275
C -3.10336 2.03221 0.27807
N -2.60983 1.50918 -1.00710
C -1.46809 0.59656 -0.93885
C -0.86212 0.64942 -2.37926
C -0.69165 2.08565 -2.92320
C -1.78515 2.39603 -3.95436
Br -1.11813 1.86075 -5.73036
O -2.06958 -0.74029 -0.93931
C -1.52734 -1.57659 -0.01742
O -1.65362 -2.72417 0.00167
C -0.84819 -0.63347 0.97155
C 0.04127 -1.15629 2.10404
C 1.37645 -1.86003 1.77979
C 1.37695 -2.94065 0.69898
O 0.74950 -4.22053 1.00760
C 0.36673 -4.45717 2.26215
C -1.12364 -4.62150 2.49744
O 1.09582 -4.60568 3.16329
C -0.48627 0.70031 0.22516
B 1.05167 1.01318 -0.13252
O 1.54343 2.20596 0.36708
C 2.07356 0.12885 -0.93719
C 2.66301 0.84245 -2.17265
H -1.46526 2.85725 2.48631
H -3.03113 3.62823 2.67764
H -1.63767 4.57929 2.21261
H -1.47400 3.38514 0.05480
H -3.04316 4.20911 0.22331
H -4.16330 2.25323 0.14380
H -3.04288 1.33388 1.11956
H -3.38349 1.01787 -1.43602
H 0.02906 0.03580 -2.47721
H -1.62237 0.16936 -2.99180
H -0.74191 2.84033 -2.14158
H 0.28339 2.17632 -3.39642
H -2.03553 3.45197 -3.97156
H -2.69521 1.85742 -3.73923
H -1.74168 -0.30369 1.52353
H -0.54013 -1.81151 2.75346
H 0.28004 -0.29427 2.73365
H 1.80538 -2.19296 2.72126
H 2.07773 -1.09966 1.45504
H 2.41055 -3.14769 0.45700
H 0.95098 -2.59049 -0.23512
H -1.52685 -5.37572 1.81801
H -1.30213 -4.99242 3.49884
H -1.68053 -3.71189 2.29816
H -0.70421 1.41729 1.01872
H 0.78607 2.80309 0.46184
H 2.91443 -0.09903 -0.27801
H 1.56880 -0.78404 -1.26017
H 1.99125 0.84208 -3.03330
H 3.56597 0.30662 -2.46399
H 2.96617 1.85558 -1.91873
C 5.40802 -1.36145 0.34371
O 6.31147 -2.02219 0.89681
O 4.11850 -1.80626 0.72027
O 5.44883 -0.41841 -0.44829
H 4.47718 -2.49704 1.30031
```

## Properties
total charge = -1
Kohn-Sham gap = 6.9 eV
2S+1 = 1
energy relative to the best compared isomer or geometry (same formula, charge and spin) = 21.7 kcal per mole

Atomic partial charges in e from the natural (NBO) method, atoms 1 to 2:
1. C -0.61
2. C -0.40

[3]
The following is a quantum chemistry calculation of C17H18BrN4O2PdS as an isolated structure at a distorted geometry, from the OMol25 dataset.

The geometry in XYZ format:
```
44
C17H18BrN4O2PdS | the OMol25 dataset | wB97M-V/def2-TZVPD
Pd -1.55565 0.14937 0.90826
O -1.50166 3.34073 2.53796
C -0.18244 3.06607 2.33924
C 0.68454 3.26035 3.40796
C 2.04054 3.03771 3.25688
C 2.55309 2.61711 2.03592
C 1.68846 2.41684 0.97448
C 0.31818 2.62139 1.10481
C -0.62617 2.43775 -0.07728
O -1.88398 2.00705 0.37051
N -0.12841 1.46488 -1.04617
N -0.36711 0.18254 -0.72181
C 0.07196 -0.81787 -1.38774
C -0.16786 -2.18978 -0.97328
Br -1.45796 -2.42958 0.43627
C 0.40882 -3.27832 -1.48541
C 1.47793 -3.29350 -2.49355
C 2.55743 -2.40995 -2.44547
C 3.54677 -2.46250 -3.41455
C 3.46965 -3.39671 -4.43735
C 2.41282 -4.29658 -4.47737
C 1.42995 -4.25546 -3.50386
H -1.95483 3.02073 1.73068
H 0.26953 3.59700 4.34865
H 2.70302 3.19583 4.09759
H 3.61435 2.45090 1.91391
H 2.07900 2.08735 0.01929
H -0.75059 3.37428 -0.63315
H 0.20787 1.69172 -1.96816
H 0.66920 -0.65521 -2.27977
H 0.05613 -4.24616 -1.14479
H 2.65289 -1.71610 -1.61899
H 4.38834 -1.78498 -3.36083
H 4.24363 -3.43746 -5.19181
H 2.36055 -5.03746 -5.26352
H 0.61152 -4.96447 -3.53001
N -5.13913 -0.40146 2.61474
C -4.12291 0.43177 2.78518
N -4.32974 1.74004 2.77496
S -2.51404 -0.14500 3.05156
H -6.08646 -0.08071 2.49143
H -4.97308 -1.38995 2.69472
H -5.23333 2.15306 2.60532
H -3.54082 2.34474 2.95455
```

## Properties
total charge = +1
Kohn-Sham gap = 6.7 eV
2S+1 = 1
energy relative to the best compared isomer or geometry (same formula, charge and spin) = 15.5 kcal per mole

Atomic partial charges in e from the natural (NBO) method, atoms 1 to 2:
1. Pd 0.77
2. O -0.72

[4]
The following is a quantum chemistry calculation of a 9-piece molecular cluster, C9H35N8O12 overall at a distorted geometry, from the OMol25 dataset.

The geometry in XYZ format:
```
64
C9H35N8O12 | the OMol25 dataset | wB97M-V/def2-TZVPD
N -2.06623 0.63865 -0.48887
O -1.29793 0.89056 -1.39601
O -1.59532 0.25237 0.48906
O -3.22349 0.89771 -0.55688
C -4.15138 -3.66790 -3.01184
O -2.95898 -3.82784 -3.08568
N -5.02649 -4.32074 -3.75701
N -4.73944 -2.78522 -2.28508
H -4.76605 -5.07880 -4.37151
H -5.98404 -4.01344 -3.85068
H -5.70685 -2.49728 -2.32144
H -4.10961 -2.37283 -1.61177
C -5.01522 3.56018 -3.99722
O -5.51872 4.52021 -4.57017
N -5.15348 2.30657 -4.37401
N -4.10869 3.68193 -3.06325
H -5.80550 2.18019 -5.13493
H -4.82486 1.53455 -3.81180
H -3.87322 2.82764 -2.57864
H -4.01906 4.57794 -2.60580
C -5.17380 4.95464 3.60471
O -5.38273 5.14089 4.78381
N -4.64202 3.88199 3.04300
N -5.43035 5.86511 2.73633
H -4.46458 3.13448 3.69862
H -4.41097 3.79603 2.06355
H -4.88880 5.74056 1.89293
H -5.72528 6.81104 2.93214
C 8.21925 -2.25518 3.64013
O 6.95697 -2.10695 3.11657
C 6.42578 -0.81699 3.45875
C 5.04550 -0.87032 2.80994
N 5.20148 -0.57816 1.40843
C 3.99002 -0.86094 0.61925
C 4.24330 -0.29485 -0.86218
O 5.10491 -1.20171 -1.57045
C 4.97184 -1.08459 -3.00567
H 8.23814 -3.32912 3.82559
H 8.41046 -1.69014 4.55242
H 9.07758 -2.14306 2.97770
H 7.05624 -0.12432 2.90122
H 6.25906 -0.70262 4.52983
H 4.34971 -0.15180 3.24319
H 4.53380 -1.83268 2.82169
H 6.00430 -1.08125 1.05845
H 3.06755 -0.45739 1.03675
H 3.87217 -1.94429 0.64326
H 4.66719 0.70922 -0.87868
H 3.24273 -0.22997 -1.28968
H 4.11308 -1.63016 -3.39679
H 5.84805 -1.62106 -3.36976
H 4.97207 -0.09212 -3.45636
O -0.43075 -1.14595 -4.78870
H -0.66401 -1.95592 -4.33510
H -0.57027 -0.45782 -4.13813
O 1.45598 2.57143 3.66579
H 2.27494 2.92495 3.31857
H 0.95334 2.32381 2.88973
O 0.08975 -3.91943 0.55304
H -0.37964 -3.08764 0.48946
H -0.52078 -4.50600 0.99961
O -3.80939 -1.98127 2.83057
H -3.46136 -1.19778 2.40483
H -4.74586 -1.80715 2.92504
```

## Properties
total charge = -1
Kohn-Sham gap = 7.5 eV
2S+1 = 1

Atomic partial charges in e from the natural (NBO) method, atoms 1 to 2:
1. N 0.74
2. O -0.60

[5]
The following is a quantum chemistry calculation of a 2-piece molecular cluster, CH5ClNP overall at a distorted geometry, from the OMol25 dataset.

The geometry in XYZ format:
```
9
CH5ClNP | the OMol25 dataset | wB97M-V/def2-TZVPD
C -1.27192 -0.17983 -0.22772
N 1.45690 1.03267 -0.07964
P -0.01137 -0.79014 0.94094
Cl 0.43718 -2.54583 0.08894
H -2.22192 -0.20717 0.28997
H -1.35197 -0.68539 -1.26039
H -0.84720 0.84223 -0.23368
H 2.44713 0.72528 -0.02961
H 1.36316 1.80818 0.51118
```

## Properties
total charge = 0
Kohn-Sham gap (spin up / spin down) = 8.1 / 7.8 eV
2S+1 = 1
energy relative to the best compared isomer or geometry (same formula, charge and spin) = 67.6 kcal per mole

Atomic partial charges in e from the natural (NBO) method, atoms 1 to 2:
1. C -1.02
2. N -1.04

[6]
The following is a quantum chemistry calculation of CH5NS as an isolated structure at a distorted geometry, from the OMol25 dataset.

The geometry in XYZ format:
```
8
CH5NS | the OMol25 dataset | wB97M-V/def2-TZVPD
C 0.39943 0.69554 0.41754
N 0.01057 -0.63825 0.51206
S -0.77713 -1.27516 -1.48797
H 1.33320 1.01650 -0.11688
H -0.50773 1.16994 0.10190
H 0.76149 1.09613 1.38780
H 0.81970 -1.34748 0.62807
H -2.03953 -0.71722 -1.44251
```

## Properties
total charge = 0
Kohn-Sham gap = 8.6 eV
2S+1 = 1
energy relative to the best compared isomer or geometry (same formula, charge and spin) = 45.1 kcal per mole

Atomic partial charges in e from the natural (NBO) method, atoms 1 to 2:
1. C -0.46
2. N -0.56